Record 1
DFT (wB97M-V/def2-TZVPD) results for a cluster of 8 separate species, C56H125N7O8 in total at a distorted geometry.

Output
energy above the lowest of the compared OMol25 structures with the same formula, charge and spin: 84.9 kJ/mol
HOMO energy: -8.021 eV
LUMO level: 0.0121 Eh
charge: 0

Last column: Mulliken charge in e.
Element x y z (Å)
O -17.91803 -12.25716 -10.90984  -0.2508
O -16.66722 -20.62243 -11.97958  -0.4339
O -25.29654 -15.46281 -9.59961  -0.2676
O -18.91516 -14.66809 -11.52574  -0.3896
O -21.60217 -18.01190 -15.25892  0.0229
O -18.68877 -15.40825 -6.93679  -0.6067
O -27.86178 -22.09286 -10.97138  -0.4623
O -11.39671 -14.61292 -13.65138  -0.5112
N -23.76163 -20.18067 -17.22407  -0.6716
N -17.78158 -14.37378 -7.32710  1.2126
N -17.95381 -20.95697 -11.74709  0.5235
N -20.63440 -15.45292 -9.23980  -0.0399
N -26.86016 -21.85556 -10.09075  0.1524
N -25.66397 -14.41478 -8.74934  0.1500
N -12.49041 -15.34951 -14.10877  0.3921
C -26.19420 -23.09474 -9.58530  1.6000
C -19.04977 -19.12914 -13.14446  -0.4288
C -24.14837 -21.68869 -8.89937  0.0086
C -27.97469 -15.09530 -9.01182  -1.5995
C -18.31655 -21.32473 -14.19382  -1.9853
C -26.90198 -14.65119 -8.00160  1.6495
C -25.38890 -23.93829 -10.63337  -1.5866
C -27.09368 -23.98505 -8.75629  -1.7555
C -13.32315 -15.72397 -12.95057  1.5864
C -21.85697 -17.05237 -10.65183  -1.7194
C -19.80435 -21.54331 -10.14768  -1.8197
C -21.89497 -18.90476 -16.30371  -1.2592
C -16.01868 -16.08952 -7.76642  -2.0477
C -16.09968 -15.01716 -5.51048  -1.8785
C -18.44198 -19.42601 -9.66638  -1.7132
C -24.53583 -13.60947 -8.22414  1.6831
C -14.26727 -17.62851 -14.40125  -0.6319
C -13.54353 -17.01344 -15.61239  -1.3014
C -20.54978 -16.24813 -10.43946  2.7979
C -12.60205 -16.40191 -11.80160  -1.6056
C -16.37915 -14.77658 -6.99721  1.7920
C -18.84471 -20.64128 -12.86880  1.4405
C -17.26572 -11.99362 -7.46092  -0.9710
C -26.13364 -20.58428 -10.25773  2.2413
C -20.76121 -21.02196 -11.24352  1.5770
C -26.71138 -15.68217 -6.88041  -1.6954
C -12.18535 -16.32170 -15.15078  1.5369
C -11.10906 -17.43214 -14.80526  -1.7272
C -27.42291 -13.27899 -7.34270  -1.2931
C -25.45052 -20.55702 -11.66702  -2.0760
C -17.77282 -15.50350 -11.32343  0.2867
C -24.16557 -19.19453 -15.11122  -1.0552
C -25.17893 -22.61255 -8.50030  -1.8135
C -20.21158 -21.31299 -12.57103  -1.4218
C -18.79711 -11.29658 -11.48767  1.1079
C -15.46227 -13.73037 -7.51919  -1.0903
C -21.90040 -16.60585 -15.49998  -0.5903
C -20.17613 -15.35651 -11.66304  -1.1049
C -18.40885 -20.87758 -10.33833  2.2316
C -19.64103 -12.73075 -7.66128  -1.7447
C -11.65532 -15.56253 -16.38514  -1.9345
C -18.30556 -9.97895 -10.95237  -1.5974
C -25.08773 -12.30100 -7.65151  -0.9992
C -27.15366 -19.39238 -10.14071  -2.2332
C -17.49452 -21.68858 -9.47097  -1.9977
C -23.48603 -19.00992 -16.47403  0.7025
C -15.81351 -12.31861 -7.08270  -1.0744
C -23.58545 -13.30759 -9.47323  -2.0887
C -18.57481 -12.87805 -5.40615  -1.7758
C -18.25986 -12.99734 -6.93500  1.7344
C -18.83322 -11.36538 -13.01849  -1.3686
C -24.88811 -20.37390 -9.26550  -0.7337
C -26.29998 -12.41204 -6.71733  -0.7615
C -23.73388 -14.46726 -7.17192  -0.8731
C -14.60329 -16.55331 -13.39623  -0.8515
C -13.87315 -14.34708 -12.29566  -1.6217
H -18.26465 -13.13574 -11.08174  0.3809
H -19.05023 -15.60927 -7.80312  0.3051
H -28.10483 -14.41922 -9.85687  0.4159
H -16.29329 -21.36347 -12.46190  0.3420
H -16.79746 -15.01711 -11.33780  -0.0929
H -23.42337 -21.58178 -8.09250  0.5653
H -16.11734 -14.13399 -4.87187  0.2454
H -23.85234 -18.11448 -16.97613  0.1584
H -26.40426 -24.72908 -8.35729  0.3986
H -24.70948 -23.44906 -7.98266  0.5913
H -17.35331 -9.71219 -11.41081  0.3311
H -16.67154 -16.93089 -7.53409  0.4898
H -28.93063 -15.07433 -8.48850  0.4925
H -12.21631 -14.64022 -16.53591  0.4406
H -19.42889 -18.97767 -9.55199  0.2696
H -26.11054 -20.58500 -12.53401  0.5182
H -17.91800 -22.02863 -8.52593  0.4128
H -15.25212 -17.99857 -14.68625  0.2441
H -21.50782 -16.03332 -14.65964  -0.0918
H -18.18717 -22.40291 -14.09945  0.4645
H -25.84565 -22.14368 -7.77659  0.4224
H -24.60160 -21.21730 -11.84440  0.2190
H -19.80264 -19.18021 -13.93101  -0.0114
H -19.80820 -22.63331 -10.14933  0.4557
H -20.98955 -21.09354 -13.30227  0.3698
H -13.34327 -16.66082 -11.04552  0.3251
H -24.92825 -19.63673 -11.92855  0.4751
H -24.13637 -12.67417 -10.16847  0.5517
H -16.79629 -15.79771 -5.20456  0.4086
H -11.72114 -16.19651 -17.26935  0.4085
H -14.50801 -14.57662 -11.43987  -0.0610
H -23.64321 -22.14408 -9.75116  -0.2088
H -11.60572 -13.75349 -14.02459  0.3612
H -23.35427 -19.96745 -18.12334  0.2344
H -26.78207 -18.40220 -9.87695  0.2681
H -23.32692 -14.17185 -10.08505  0.1537
H -27.67152 -15.95663 -6.44349  0.4831
H -26.12026 -15.25040 -6.07278  0.3792
H -15.13330 -15.50078 -5.36800  0.4833
H -27.39036 -22.23414 -11.79564  0.3937
H -17.58625 -10.99487 -7.16451  0.5380
H -18.90935 -13.85504 -5.05735  0.3198
H -17.90542 -19.24899 -8.73424  0.2449
H -19.53971 -12.78597 -8.74515  -0.2074
H -16.14927 -15.86709 -8.82546  0.1323
H -24.27065 -11.81110 -7.12190  0.3787
H -13.09359 -13.65577 -11.97552  0.5043
H -20.14479 -22.38586 -12.75161  0.3375
H -27.62008 -23.39189 -8.00851  0.3963
H -20.00977 -14.66161 -9.30096  -0.1588
H -22.10031 -17.71547 -9.82166  0.5035
H -25.67206 -15.12514 -10.41604  0.3219
H -17.32534 -11.95096 -8.54846  -0.1474
H -20.33683 -21.35820 -9.21477  0.4652
H -17.67658 -12.58842 -4.86080  0.3323
H -20.92012 -19.96246 -11.04273  -0.8356
H -15.46800 -13.72933 -8.60918  -0.0476
H -19.47183 -18.55830 -12.31735  -0.1587
H -19.31266 -12.30956 -13.27688  0.2121
H -27.75001 -19.68834 -9.27764  0.5127
H -17.79908 -15.94277 -10.32621  -0.0827
H -26.10546 -12.73356 -5.69415  0.3444
H -28.06692 -12.66948 -7.97661  0.4597
H -10.92745 -18.09250 -15.65323  0.4227
H -19.99487 -11.72481 -7.43547  0.8319
H -21.76360 -21.43009 -11.11420  -0.3128
H -21.38780 -16.25827 -16.39694  0.3655
H -17.39229 -20.81581 -14.46735  0.4893
H -20.35089 -13.49844 -7.35330  0.3976
H -24.66044 -24.64734 -10.24008  0.3032
H -19.78965 -16.96546 -10.13002  -1.1338
H -21.00105 -14.65033 -11.75745  0.4175
H -15.69915 -12.21319 -6.00386  0.4045
H -11.24013 -18.10969 -13.96155  0.3207
H -21.46308 -18.57136 -17.24734  0.4895
H -22.64855 -16.36587 -10.95221  0.1866
H -24.71195 -20.51622 -17.29051  0.2094
H -24.92133 -23.26815 -11.35474  0.2991
H -14.46695 -14.07554 -7.23936  0.5287
H -28.11286 -13.46111 -6.51876  0.4073
H -22.67731 -14.29710 -7.37879  -0.3915
H -24.16453 -18.21645 -14.63012  0.2693
H -22.97189 -16.42638 -15.58824  0.3461
H -21.49133 -19.88644 -16.05578  0.3579
H -19.04544 -9.26845 -11.32098  0.4425
H -18.22998 -9.97915 -9.86500  0.2514
H -17.69621 -16.26302 -12.10148  -0.0258
H -25.16981 -19.88887 -8.33089  0.4882
H -10.60556 -15.27608 -16.32125  0.3836
H -18.03460 -18.70355 -10.37362  0.2199
H -26.08804 -24.46870 -11.27987  0.4489
H -21.88586 -17.89212 -11.34614  0.1391
H -15.08111 -11.63623 -7.51404  0.4710
H -13.38572 -17.78882 -16.36205  0.4844
H -24.07232 -19.75855 -9.64486  -0.1757
H -19.44891 -10.59762 -13.48708  0.4290
H -27.87914 -24.55676 -9.25056  0.3317
H -23.54821 -19.79278 -14.44109  0.1078
H -14.54444 -13.93027 -13.04649  0.4702
H -27.88507 -19.29598 -10.94310  0.3854
H -14.95792 -16.31780 -7.66255  0.5235
H -13.67522 -18.44232 -13.98260  0.3366
H -16.54995 -21.23297 -9.17381  0.3478
H -23.95232 -15.53350 -7.23119  0.2143
H -18.99610 -21.09990 -15.01587  0.2531
H -21.55185 -15.03101 -9.25909  -0.2095
H -15.41689 -15.91492 -13.74062  0.3697
H -25.19670 -19.51386 -15.26255  0.4778
H -26.05043 -16.47614 -7.22805  0.1393
H -19.79416 -11.44409 -11.07266  0.0761
H -20.31077 -15.91038 -12.59212  0.0242
H -23.95684 -14.12521 -6.16128  0.4041
H -18.19287 -18.57592 -13.52888  0.1287
H -15.04501 -16.99235 -12.50167  0.2004
H -19.29538 -12.06027 -5.39544  0.5447
H -25.35991 -11.63793 -8.47270  0.4212
H -10.21543 -16.91471 -14.45628  0.4304
H -27.69801 -16.09212 -9.35515  0.0992
H -14.18789 -16.25798 -16.06204  0.3546
H -12.20515 -17.37548 -12.08924  0.3064
H -26.72698 -11.41659 -6.59553  0.4112
H -22.65480 -12.80400 -9.21174  0.5374
H -17.81987 -11.26920 -13.40831  0.3113
H -11.84042 -15.82588 -11.27606  0.3778
H -17.50202 -22.63047 -10.01952  0.5308


Record 2
DFT (wB97M-V/def2-TZVPD) results for a cluster of 2 separate species, C3H13N4 in total at a distorted geometry.

Output
energy above the lowest of the compared OMol25 structures with the same formula, charge and spin: 217.6 kJ/mol
HOMO energy: -12.427 eV
LUMO level: -0.1520 Eh
charge: +1

Last column: Mulliken charge in e.
Element x y z (Å)
N -1.01899 1.96078 -0.43246  -0.1784
N 1.98944 -1.56941 -0.54866  -0.5415
N 0.64486 -1.91338 1.65057  -0.5720
N -2.33390 0.57205 0.88352  -0.3596
C -1.56271 0.78492 -0.18368  0.2112
C 1.84097 -2.23855 0.78937  -0.4252
C -0.26529 2.28265 -1.62340  -0.7087
H -0.73467 3.06741 -2.21801  0.3180
H 1.16830 -1.79536 -1.14794  0.2404
H -2.42709 -0.33805 1.24161  0.2936
H 1.75549 -3.36736 0.53138  0.3333
H 1.98177 -0.51915 -0.42877  0.1895
H -0.19723 1.37088 -2.24140  0.2812
H 0.77144 -0.90286 1.80193  0.2398
H 0.74826 2.59304 -1.34541  0.2916
H -1.39884 0.00668 -0.92093  0.3526
H 2.77818 -2.09846 1.36912  0.3494
H -1.21057 2.74488 0.21904  0.2509
H -0.17867 -1.96232 1.02066  0.2006
H -2.35075 1.32163 1.58347  0.2333